1 | The following is a quantum chemistry calculation of a structure of composition C3H3NaO2, from the Open Molecules 2025 dataset.

Element x y z (Å)
O 2.179 -1.348 0.085
Na 2.441 2.603 -0.298
O 0.526 1.277 0.123
C 0.139 0.022 0.192
C 1.048 -1.000 0.274
C -1.303 -0.325 -0.055
H -1.851 0.562 -0.408
H -1.760 -0.665 0.888
H -1.418 -1.125 -0.800

Properties
Gap between HOMO and LUMO (alpha / beta): 0.149 / 0.149 hartree
E_LUMO (alpha / beta): -0.0502 / -0.0502 Eh

Just the Löwdin charges please, in e? Sure, here they are: atom 1 (O): 0.03, atom 2 (Na): 0.81, atom 3 (O): -0.26, atom 4 (C): -0.57, atom 5 (C): -0.15, atom 6 (C): -0.07, atom 7 (H): 0.07, atom 8 (H): 0.07, atom 9 (H): 0.07

2 | The following is a quantum chemistry calculation of a structure of composition C3H3NaO2, from the Open Molecules 2025 dataset.

Element x y z (Å)
C 0.755 0.004 0.588
C 1.230 -1.216 0.343
H 0.638 0.413 1.592
H 1.517 -1.858 1.175
H 1.343 -1.592 -0.675
Na -3.293 1.869 -1.651
O -1.749 0.569 -0.064
C -0.875 0.948 -0.863
O 0.434 0.864 -0.446

Properties
Gap between HOMO and LUMO: 0.202 hartree
E_LUMO: -0.0461 Eh

Just the Löwdin charges please, in e? Sure, here they are: atom 1 (C): -0.25, atom 2 (C): 0.02, atom 3 (H): 0.11, atom 4 (H): 0.05, atom 5 (H): 0.06, atom 6 (Na): 0.71, atom 7 (O): -0.18, atom 8 (C): -0.40, atom 9 (O): -0.14

Relative calculated energies, zero for the most stable structure, unit kcal/mol: 1 5.9; 2 0.0.

1 | The following is a quantum chemistry calculation of an isolated molecule of C20H22N4O3S, from the Open Molecules 2025 dataset.

Element x y z (Å)
C 2.969 -3.319 6.537
N 2.782 -1.995 5.912
C 3.506 -1.574 4.802
C 3.018 -0.321 4.555
S 3.378 0.818 3.245
O 4.577 0.415 2.473
O 3.394 2.180 3.742
N 2.038 0.708 2.226
C 1.842 -0.507 1.443
C 1.672 0.017 0.069
C 2.814 0.288 -0.684
C 2.682 0.837 -1.972
C 1.442 1.071 -2.490
C 0.240 0.829 -1.802
C -1.158 1.059 -2.387
C -1.842 -0.306 -2.591
C -3.114 -0.252 -3.410
C -4.327 -0.002 -2.799
C -5.483 0.070 -3.592
C -5.449 -0.190 -4.942
C -4.243 -0.510 -5.567
C -3.069 -0.537 -4.825
C -2.017 1.904 -1.402
N -2.593 3.106 -1.769
O -2.328 1.550 -0.259
C 0.411 0.305 -0.528
C 2.022 -0.016 5.539
N 1.879 -1.048 6.376
H 4.016 -3.440 6.822
H 2.355 -3.415 7.400
H 2.729 -4.080 5.808
H 4.218 -2.121 4.171
H 2.054 1.538 1.604
H 2.729 -1.162 1.481
H 0.989 -1.103 1.789
H 3.816 0.093 -0.317
H 3.546 1.119 -2.532
H 1.379 1.496 -3.469
H -1.067 1.619 -3.338
H -1.178 -0.983 -3.105
H -2.126 -0.768 -1.643
H -4.401 0.133 -1.733
H -6.433 0.279 -3.107
H -6.369 -0.150 -5.490
H -4.262 -0.683 -6.641
H -2.140 -0.745 -5.351
H -2.637 3.351 -2.757
H -3.272 3.500 -1.111
H -0.461 0.037 0.048
H 1.473 0.907 5.574

Properties
Gap between HOMO and LUMO: 0.358 hartree
E_LUMO: 0.0248 Eh
SMILES: Cn1cc(S(=O)(=O)NCc2cccc([C@@H](Cc3ccccc3)C(N)=O)c2)cn1

Just the Löwdin charges please, in e? Sure, here they are: atom 1 (C): -0.01, atom 2 (N): -0.18, atom 3 (C): -0.02, atom 4 (C): -0.30, atom 5 (S): 0.67, atom 6 (O): -0.34, atom 7 (O): -0.31, atom 8 (N): -0.13, atom 9 (C): -0.21, atom 10 (C): -0.22, atom 11 (C): -0.02, atom 12 (C): -0.07, atom 13 (C): -0.05, atom 14 (C): -0.17, atom 15 (C): -0.16, atom 16 (C): -0.11, atom 17 (C): -0.21, atom 18 (C): -0.04, atom 19 (C): -0.08, atom 20 (C): -0.10, atom 21 (C): -0.09, atom 22 (C): -0.03, atom 23 (C): -0.46, atom 24 (N): 0.15, atom 25 (O): 0.02, atom 26 (C): 0.03, atom 27 (C): -0.11, atom 28 (N): 0.10, atom 29 (H): 0.09, atom 30 (H): 0.07, atom 31 (H): 0.08, atom 32 (H): 0.15, atom 33 (H): 0.13, atom 34 (H): 0.12, atom 35 (H): 0.12, atom 36 (H): 0.11, atom 37 (H): 0.10, atom 38 (H): 0.10, atom 39 (H): 0.15, atom 40 (H): 0.12, atom 41 (H): 0.13, atom 42 (H): 0.11, atom 43 (H): 0.10, atom 44 (H): 0.09, atom 45 (H): 0.10, atom 46 (H): 0.11, atom 47 (H): 0.10, atom 48 (H): 0.12, atom 49 (H): 0.11, atom 50 (H): 0.11

2 | The following is a quantum chemistry calculation of a structure of composition C20H22N4O3S, from the Open Molecules 2025 dataset.

Element x y z (Å)
C -0.567 1.764 -4.305
H -1.430 1.450 -5.018
O -0.674 1.097 -3.065
C -0.271 -0.336 -3.381
C -0.227 -1.045 -2.205
N 0.997 -0.517 -1.241
C 0.864 0.659 -0.608
N 1.422 1.491 -0.173
N 0.950 2.527 0.432
C -0.256 2.672 0.475
C -1.065 3.610 1.297
C -0.463 4.670 1.692
C -1.158 5.850 2.008
N -2.453 5.800 2.363
C -3.172 4.712 1.683
C -2.269 3.632 1.186
H -2.856 2.910 0.641
H -4.046 4.751 1.797
H -0.783 6.761 2.729
H 0.810 4.838 1.721
S -1.070 1.153 -0.267
C 2.267 -1.232 -1.077
O 2.312 -2.055 -1.870
C 3.356 -0.726 -0.138
H 3.195 0.270 -0.419
H 4.029 -1.251 -0.429
C 2.849 -0.761 1.065
C 1.478 -1.693 1.542
C 1.736 -3.065 0.990
C 0.553 -3.768 1.066
C -0.793 -3.329 1.668
C -0.824 -2.039 1.961
C 0.393 -1.174 1.998
H 0.395 -0.184 2.186
H -1.610 -1.627 2.394
O -1.927 -3.993 1.903
C -2.059 -5.351 1.223
H -1.445 -5.402 0.350
H -2.911 -5.715 1.519
H -1.134 -6.077 2.007
H 0.699 -4.720 0.729
H 2.729 -3.532 0.724
H 3.687 -1.290 1.765
H 2.648 0.168 1.508
H 0.023 -2.255 -2.112
H -1.125 -0.821 -1.496
H 0.781 -0.370 -3.936
H -0.954 -0.729 -4.060
H -1.020 2.712 -4.029
H 0.387 1.560 -4.792

Properties
Gap between HOMO and LUMO: 0.316 hartree
E_LUMO: 0.0063 Eh

Just the Löwdin charges please, in e? Sure, here they are: atom 1 (C): -0.13, atom 2 (H): 0.11, atom 3 (O): -0.26, atom 4 (C): -0.23, atom 5 (C): -0.11, atom 6 (N): 0.06, atom 7 (C): -0.52, atom 8 (N): 0.02, atom 9 (N): 0.05, atom 10 (C): -0.43, atom 11 (C): -0.36, atom 12 (C): -0.07, atom 13 (C): -0.16, atom 14 (N): 0.05, atom 15 (C): 0.07, atom 16 (C): -0.08, atom 17 (H): 0.09, atom 18 (H): -0.03, atom 19 (H): 0.15, atom 20 (H): 0.20, atom 21 (S): 0.97, atom 22 (C): -0.42, atom 23 (O): 0.14, atom 24 (C): -0.15, atom 25 (H): 0.12, atom 26 (H): 0.05, atom 27 (C): -0.18, atom 28 (C): -0.16, atom 29 (C): -0.02, atom 30 (C): 0.00, atom 31 (C): -0.29, atom 32 (C): 0.01, atom 33 (C): -0.04, atom 34 (H): 0.07, atom 35 (H): 0.07, atom 36 (O): -0.10, atom 37 (C): 0.04, atom 38 (H): 0.06, atom 39 (H): 0.00, atom 40 (H): 0.18, atom 41 (H): 0.05, atom 42 (H): 0.15, atom 43 (H): 0.17, atom 44 (H): 0.08, atom 45 (H): 0.19, atom 46 (H): 0.09, atom 47 (H): 0.18, atom 48 (H): 0.11, atom 49 (H): 0.09, atom 50 (H): 0.09

Relative calculated energies, zero for the most stable structure, unit kcal/mol: 1 0.0; 2 416.7.

1 | The following is a quantum chemistry calculation of a structure of composition C2H4ClP, from the Open Molecules 2025 dataset.

Element x y z (Å)
C -0.527 -0.486 -0.211
C -1.841 -0.441 -0.572
P 1.350 0.130 1.200
Cl -3.029 0.495 0.253
H 0.093 -1.118 -0.833
H 1.721 1.124 0.281
H -2.227 -1.001 -1.413
H 0.654 1.054 1.985

Properties
Gap between HOMO and LUMO: 0.335 hartree
E_LUMO: -0.0124 Eh

Just the Löwdin charges please, in e? Sure, here they are: atom 1 (C): -0.24, atom 2 (C): -0.71, atom 3 (P): 0.75, atom 4 (Cl): 0.56, atom 5 (H): -0.01, atom 6 (H): -0.19, atom 7 (H): 0.05, atom 8 (H): -0.20

2 | The following is a quantum chemistry calculation of a cluster of 2 separate species, C2H4ClP in total, from the Open Molecules 2025 dataset.

Element x y z (Å)
C -1.249 -0.427 -0.460
P -0.089 -1.243 0.375
C -0.131 0.513 -0.318
H -2.231 -0.413 -0.611
H 0.495 0.684 -1.336
H -0.150 1.392 0.381
Cl 4.469 0.143 -0.129
H 4.078 -1.061 0.266

Properties
Gap between HOMO and LUMO: 0.337 hartree
E_LUMO: 0.0024 Eh
SMILES: C1=PC1.Cl

Just the Löwdin charges please, in e? Sure, here they are: atom 1 (C): -0.50, atom 2 (P): 0.87, atom 3 (C): -0.48, atom 4 (H): -0.02, atom 5 (H): 0.09, atom 6 (H): 0.05, atom 7 (Cl): 0.21, atom 8 (H): -0.21

Relative calculated energies, zero for the most stable structure, unit kcal/mol: 1 11.6; 2 0.0.